Entry 1:
{"formula": "C31H44ClN3O3RuSSi3", "method": "the ωB97M-V functional and the def2-TZVPD basis", "symbols": ["Ru", "C", "C", "C", "C", "C", "C", "C", "S", "O", "O", "N", "C", "C", "C", "C", "C", "C", "C", "C", "N", "C", "H", "H", "H", "H", "H", "H", "H", "H", "H", "H", "H", "H", "H", "C", "O", "Si", "C", "C", "C", "Si", "C", "C", "C", "Si", "C", "C", "C", "H", "H", "H", "H", "H", "H", "H", "H", "H", "H", "H", "H", "H", "H", "H", "H", "H", "H", "H", "H", "H", "H", "H", "H", "H", "H", "H", "Cl", "C", "C", "C", "C", "N", "C", "H", "H", "H", "H"], "coordinates": [[-0.579, -0.037, 0.100], [-8.342, 2.258, 3.003], [-7.113, 1.845, 2.249], [-6.256, 0.869, 2.748], [-5.121, 0.488, 2.048], [-4.847, 1.091, 0.832], [-5.693, 2.061, 0.301], [-6.816, 2.432, 1.015], [-3.392, 0.693, -0.050], [-2.942, -0.639, 0.403], [-3.652, 0.803, -1.458], [-2.162, 1.655, 0.310], [-1.946, 2.349, 1.506], [-2.863, 3.040, 2.265], [-2.453, 3.820, 3.368], [-1.137, 3.970, 3.693], [-0.159, 3.297, 2.925], [1.229, 3.450, 3.138], [2.122, 2.788, 2.343], [1.627, 1.905, 1.373], [0.340, 1.725, 1.157], [-0.570, 2.453, 1.877], [-8.432, 1.720, 3.945], [-9.238, 2.062, 2.413], [-8.324, 3.327, 3.221], [-6.479, 0.396, 3.695], [-4.456, -0.268, 2.443], [-5.474, 2.505, -0.660], [-7.482, 3.183, 0.609], [-3.913, 3.027, 2.016], [-3.213, 4.335, 3.939], [-0.824, 4.603, 4.513], [1.569, 4.108, 3.928], [3.189, 2.901, 2.464], [2.303, 1.310, 0.774], [2.659, -0.264, -1.446], [1.647, -0.708, -0.548], [1.309, -2.350, -0.192], [1.141, -3.181, -1.862], [2.757, -3.160, 0.662], [-0.221, -2.040, 0.813], [0.134, -1.781, 2.674], [0.305, -3.369, 3.655], [1.766, -0.865, 2.984], [-1.271, -0.764, 3.426], [-1.533, -3.401, 0.568], [-2.292, -3.354, -1.149], [-2.901, -3.372, 1.851], [-0.699, -5.080, 0.753], [3.646, -0.385, -0.994], [2.493, 0.791, -1.668], [2.622, -0.822, -2.383], [2.136, -3.295, -2.301], [0.534, -2.623, -2.575], [0.720, -4.183, -1.785], [3.605, -3.267, -0.018], [2.467, -4.170, 0.965], [3.098, -2.631, 1.549], [1.135, -3.974, 3.287], [-0.593, -3.986, 3.660], [0.529, -3.107, 4.692], [2.462, -1.539, 3.488], [1.601, -0.020, 3.657], [2.270, -0.495, 2.094], [-1.987, -1.439, 3.902], [-1.848, -0.151, 2.732], [-0.879, -0.104, 4.205], [-2.795, -2.414, -1.374], [-3.049, -4.141, -1.211], [-1.560, -3.570, -1.931], [-3.403, -2.410, 1.922], [-2.547, -3.659, 2.842], [-3.646, -4.117, 1.556], [0.115, -5.256, 0.049], [-1.437, -5.868, 0.581], [-0.301, -5.225, 1.758], [-1.996, -1.009, -5.424], [-1.400, 0.130, -4.282], [-1.225, 1.461, -4.619], [-0.752, 2.329, -3.648], [-0.477, 1.842, -2.386], [-0.634, 0.550, -2.076], [-1.099, -0.292, -3.000], [-1.464, 1.805, -5.615], [-0.611, 3.378, -3.862], [-0.139, 2.490, -1.588], [-1.259, -1.322, -2.708]], "charge": 1, "relative_energy_kj_mol": 19.6, "lumo_ev": [-2.86, -4.42], "max_force_ev_per_a": 0.37, "s2": 8.758, "spin_multiplicity": 6}

=====

Entry 2:
{"formula": "C3H9NOS", "method": "the ωB97M-V functional and the def2-TZVPD basis", "symbols": ["C", "S", "C", "H", "H", "H", "H", "H", "H", "C", "N", "O", "H", "H", "H"], "coordinates": [[-3.320, 2.695, 1.154], [-1.528, 2.192, 1.334], [-0.777, 3.383, 0.086], [-3.783, 2.107, 1.974], [-3.578, 2.252, 0.224], [-3.300, 3.765, 1.112], [0.349, 3.110, -0.139], [-1.545, 3.465, -0.747], [-0.801, 4.431, 0.483], [2.450, -4.739, -0.523], [3.581, -4.324, -1.236], [1.911, -5.760, -0.921], [2.315, -4.155, 0.344], [4.203, -3.606, -1.027], [3.823, -4.815, -2.119]], "relative_energy_kj_mol": 130.9, "lumo_ev": 0.79, "max_force_ev_per_a": 4.83, "smiles": "NC=O.CSC", "spin_multiplicity": 1}

=====

Entry 3:
{"formula": "C2H6N3O2S", "method": "the ωB97M-V functional and the def2-TZVPD basis", "symbols": ["C", "C", "N", "N", "N", "O", "O", "S", "H", "H", "H", "H", "H", "H"], "coordinates": [[1.052, 0.715, 0.022], [-2.277, -1.375, -0.101], [1.122, 1.989, 0.387], [-0.220, 0.189, -0.247], [2.212, -0.226, -0.085], [3.294, 0.155, 0.176], [1.871, -1.377, -0.291], [-0.540, -1.519, -0.462], [-2.606, -2.348, 0.471], [-2.922, -1.400, -1.022], [-2.284, -0.505, 0.544], [0.392, 2.591, 0.336], [2.020, 2.327, 0.341], [-1.115, 0.784, -0.069]], "charge": 1, "relative_energy_kj_mol": 304.4, "lumo_ev": [-6.07, -6.07], "max_force_ev_per_a": 6.05, "smiles": "CS/[NH+]=C(/N)[N+](=O)[O-]", "spin_multiplicity": 1}

=====

Entry 4:
{"formula": "H12NaO6", "method": "the ωB97M-V functional and the def2-TZVPD basis", "symbols": ["Na", "O", "H", "H", "O", "H", "H", "O", "H", "H", "O", "H", "H", "O", "H", "H", "O", "H", "H"], "coordinates": [[-0.364, 0.071, -0.086], [2.192, -0.039, 0.533], [2.542, -0.072, -0.371], [2.957, -0.213, 1.098], [0.824, 1.607, -1.909], [0.601, 2.463, -1.517], [1.109, 1.816, -2.809], [-1.472, -1.107, -2.048], [-2.288, -1.616, -2.141], [-0.917, -1.371, -2.793], [-2.087, 0.013, 1.598], [-2.549, -0.636, 2.144], [-2.729, 0.719, 1.441], [0.078, 1.943, 1.545], [0.470, 2.825, 1.585], [0.545, 1.431, 2.219], [0.162, -2.290, 0.580], [-0.189, -3.130, 0.257], [1.116, -2.415, 0.675]], "charge": 1, "relative_energy_kj_mol": 14.6, "lumo_ev": -3.04, "max_force_ev_per_a": 0.44, "spin_multiplicity": 1}

=====

Entry 5:
{"formula": "C3H7NO", "method": "the ωB97M-V functional and the def2-TZVPD basis", "symbols": ["C", "N", "H", "H", "H", "C", "C", "O", "H", "H", "H", "H"], "coordinates": [[-1.596, -1.540, -0.211], [-2.722, -2.128, -0.204], [-1.078, -1.564, -1.169], [-1.103, -1.184, 0.689], [-3.241, -1.890, 0.644], [2.223, 1.517, 0.066], [1.151, 0.816, 0.400], [-0.150, 1.137, 0.074], [3.170, 1.151, 0.429], [2.290, 2.265, -0.713], [1.182, -0.209, 0.753], [-0.126, 1.629, -0.758]], "relative_energy_kj_mol": 286.1, "lumo_ev": 0.84, "max_force_ev_per_a": 1.36, "smiles": "C=CO.C=N", "spin_multiplicity": 1}

=====

Entry 6:
{"formula": "C35H42AsCsN4O12S", "method": "the ωB97M-V functional and the def2-TZVPD basis", "symbols": ["Cs", "C", "O", "C", "C", "O", "C", "C", "O", "C", "H", "H", "H", "H", "H", "H", "H", "H", "H", "H", "H", "H", "H", "H", "O", "C", "O", "C", "C", "C", "C", "C", "N", "C", "O", "O", "H", "H", "H", "C", "O", "C", "O", "N", "N", "H", "H", "H", "H", "H", "H", "C", "C", "C", "C", "C", "C", "As", "C", "C", "C", "C", "C", "C", "C", "C", "C", "C", "C", "C", "H", "H", "H", "H", "H", "H", "H", "H", "H", "H", "H", "H", "H", "H", "H", "C", "S", "O", "O", "O", "H", "H", "H", "N", "C", "H"], "coordinates": [[1.560, 1.473, -1.572], [1.039, -3.111, -0.537], [1.868, -3.572, -1.587], [1.351, -3.331, -2.876], [2.170, -2.265, -3.642], [1.420, -1.192, -4.146], [0.425, -1.500, -5.092], [-0.908, -0.871, -4.680], [-0.880, 0.483, -5.057], [-2.000, 1.197, -4.596], [0.195, -3.803, -0.411], [1.643, -3.097, 0.370], [0.652, -2.104, -0.716], [1.379, -4.293, -3.410], [0.311, -3.000, -2.806], [2.860, -1.799, -2.939], [2.738, -2.749, -4.457], [0.714, -1.070, -6.065], [0.303, -2.585, -5.209], [-1.747, -1.387, -5.183], [-1.045, -0.967, -3.595], [-2.886, 0.955, -5.205], [-2.219, 0.955, -3.553], [-1.763, 2.258, -4.674], [0.505, 5.056, -0.740], [0.194, 4.249, -1.645], [0.834, 3.970, -2.661], [-1.160, 3.556, -1.465], [-2.331, 4.304, -1.381], [-3.537, 3.639, -1.254], [-3.529, 2.259, -1.186], [-2.309, 1.597, -1.250], [-1.155, 2.234, -1.403], [-2.257, 0.064, -1.157], [-3.210, -0.548, -1.659], [-1.254, -0.414, -0.584], [-2.280, 5.382, -1.433], [-4.471, 4.185, -1.203], [-4.432, 1.678, -1.078], [5.641, -1.167, -1.551], [5.330, -0.749, -0.231], [4.035, -0.491, -0.007], [3.143, -0.681, -0.801], [3.841, -0.210, 1.313], [2.563, 0.223, 1.732], [6.697, -1.423, -1.531], [5.444, -0.344, -2.241], [5.032, -2.034, -1.820], [4.596, 0.290, 1.761], [1.887, -0.354, 1.224], [2.408, 1.176, 1.382], [0.206, -3.038, 6.126], [-1.061, -3.151, 5.579], [-1.355, -2.519, 4.383], [-0.399, -1.763, 3.714], [0.873, -1.669, 4.269], [1.172, -2.298, 5.466], [-0.718, -0.741, 2.028], [-2.324, -1.763, 1.593], [-2.141, -3.111, 1.303], [-3.203, -3.920, 0.953], [-4.483, -3.393, 0.895], [-4.678, -2.052, 1.175], [-3.607, -1.243, 1.519], [-1.616, 0.749, 2.926], [-1.972, 0.766, 4.268], [-2.623, 1.857, 4.819], [-2.925, 2.954, 4.031], [-2.567, 2.955, 2.692], [-1.918, 1.861, 2.148], [0.434, -3.520, 7.070], [-1.822, -3.727, 6.091], [-2.354, -2.608, 3.970], [1.620, -1.079, 3.749], [2.163, -2.213, 5.892], [-1.137, -3.519, 1.364], [-3.034, -4.966, 0.728], [-5.332, -4.014, 0.629], [-5.681, -1.647, 1.120], [-3.766, -0.188, 1.719], [-1.742, -0.082, 4.900], [-2.893, 1.848, 5.870], [-3.445, 3.802, 4.459], [-2.786, 3.812, 2.068], [-1.630, 1.852, 1.107], [4.564, 4.031, -1.881], [4.682, 2.312, -1.266], [4.642, 1.484, -2.469], [5.951, 2.237, -0.554], [3.529, 2.106, -0.391], [5.533, 4.272, -2.300], [4.326, 4.680, -1.050], [3.783, 4.069, -2.629], [0.784, 3.574, 1.484], [0.823, 2.691, 2.237], [0.716, 4.236, 0.703]], "charge": -2, "relative_energy_kj_mol": 0.0, "lumo_ev": 3.86, "max_force_ev_per_a": 3.54, "spin_multiplicity": 1}